1.
This record from the OMol25 dataset describes one molecule with the formula C3H5NO. The level of theory is ωB97M-V/def2-TZVPD.

Values from the calculation:
HOMO level: -9.7173 eV
SMILES: O=C1CCN1
ΔE to the lowest compared entry with this formula, charge and spin: 1.023 eV
LUMO level: 0.9 eV
Gap between HOMO and LUMO: 10.59 eV

ORCA input file:
```
! RIJCOSX wB97M-V def2-TZVPD def2/J DEFGRID3
* xyz 0 1
H 0.3409 -1.9052 0.0676
C 0.0082 0.9494 -0.6132
H -1.6954 0.3984 0.7839
O 0.0010 2.1386 -0.9157
H 2.1103 0.4964 -0.0806
H 0.5551 -0.7170 1.4988
N 1.0604 0.1245 -0.3951
H -1.6345 -0.5765 -0.7428
C -0.9852 -0.0505 0.0004
C 0.2392 -0.8580 0.3967
*
```

2.
This record from the OMol25 dataset describes one molecule with the formula C3H5NO. The level of theory is ωB97M-V/def2-TZVPD.

Values from the calculation:
HOMO level: -9.6366 eV
SMILES: O=CN1CC1
ΔE to the lowest compared entry with this formula, charge and spin: 2.044 eV
LUMO level: 1.0 eV
Gap between HOMO and LUMO: 10.61 eV

ORCA input file:
```
! RIJCOSX wB97M-V def2-TZVPD def2/J DEFGRID3
* xyz 0 1
C -0.2940 0.5274 0.9025
H 0.4773 -1.2713 -1.5854
H -0.7534 0.9293 -1.1392
C 0.3485 -1.5439 -0.4784
N 0.5682 -0.2338 0.1474
O -0.0250 -2.4660 0.1829
H -1.2174 0.1598 1.2356
C 0.0275 1.0103 -0.4615
H 0.6195 1.9119 -0.5117
H 0.2490 0.9764 1.7077
*
```

3.
This record from the OMol25 dataset describes a 2-piece molecular cluster, C3H5NO overall. The level of theory is ωB97M-V/def2-TZVPD.

Values from the calculation:
HOMO level (alpha / beta): -9.0932 / -9.0918 eV
ΔE to the lowest compared entry with this formula, charge and spin: 5.189 eV
LUMO level (alpha / beta): -1.0 / -1.0 eV
Gap between HOMO and LUMO (alpha / beta): 8.06 / 8.06 eV

ORCA input file:
```
! RIJCOSX wB97M-V def2-TZVPD def2/J DEFGRID3
* xyz 0 1
O -2.6336 0.7296 -0.1090
N -0.6766 -0.5973 -0.1334
H -0.3031 -1.3879 0.4009
H 0.7047 1.4717 0.5002
H 2.6052 1.6516 0.3204
H 1.8348 -1.0405 -0.9552
C 1.4697 -0.1697 -0.4458
C 1.6172 1.0220 0.0916
H -2.5978 -1.3819 0.2156
C -2.0205 -0.2976 0.1146
*
```

4.
This record from the OMol25 dataset describes one molecule with the formula C3H5NO. The level of theory is ωB97M-V/def2-TZVPD.

Values from the calculation:
HOMO level: -10.1152 eV
SMILES: O=CN1CC1
ΔE to the lowest compared entry with this formula, charge and spin: 1.475 eV
LUMO level: 1.1 eV
Gap between HOMO and LUMO: 11.23 eV

ORCA input file:
```
! RIJCOSX wB97M-V def2-TZVPD def2/J DEFGRID3
* xyz 0 1
H 1.4768 0.6438 0.0578
O -0.5117 1.6634 0.9764
H -0.0424 -2.0839 0.0102
C -1.0312 1.0640 0.0680
C 0.1166 -1.0521 0.3084
H 0.0290 -0.8379 1.3714
C 0.9825 -0.1652 -0.4737
H -2.0139 1.3545 -0.3360
N -0.4806 -0.0577 -0.6119
H 1.4750 -0.5290 -1.3705
*
```

5.
This record from the OMol25 dataset describes one molecule with the formula C3H5NO. The level of theory is ωB97M-V/def2-TZVPD.

Values from the calculation:
HOMO level: -9.7751 eV
SMILES: C1=NCCO1
ΔE to the lowest compared entry with this formula, charge and spin: 0.782 eV
LUMO level: 1.0 eV
Gap between HOMO and LUMO: 10.81 eV

ORCA input file:
```
! RIJCOSX wB97M-V def2-TZVPD def2/J DEFGRID3
* xyz 0 1
H -0.6804 -0.3817 2.3773
H -1.2603 -0.1778 -1.3264
O 0.0812 0.9525 0.9710
H 1.6261 0.2383 -0.2038
C -0.3070 -0.4427 -0.8395
H 0.2386 -1.1128 -1.5032
C -0.4685 -0.2438 1.3201
H 0.8210 1.6039 -0.8809
N -0.6747 -1.1131 0.4224
C 0.6240 0.6772 -0.3371
*
```

6.
This record from the OMol25 dataset describes a 2-piece molecular cluster, C3H5NO overall. The level of theory is ωB97M-V/def2-TZVPD.

Values from the calculation:
HOMO level (alpha / beta): -5.6058 / -10.2856 eV
ΔE to the lowest compared entry with this formula, charge and spin: 4.037 eV
Expectation value of S²: 2.0061
LUMO level (alpha / beta): 1.1 / -2.6 eV
Gap between HOMO and LUMO (alpha / beta): 6.68 / 7.68 eV

ORCA input file:
```
! RIJCOSX wB97M-V def2-TZVPD def2/J DEFGRID3
* xyz 0 3
H 2.3137 -0.8344 0.2118
C 1.3825 -0.2412 0.3699
H -1.3662 1.4814 0.4176
N -1.0641 -0.4494 -0.2461
H -2.8172 0.1083 0.5085
O 0.9575 0.8608 -0.3578
C 0.3367 -0.2631 -0.6182
C -1.7809 0.4916 0.0926
H 0.7438 -0.8731 -1.8754
H 1.2944 -0.2808 1.4971
*
```

7.
This record from the OMol25 dataset describes one molecule with the formula C3H5NO2. The level of theory is ωB97M-V/def2-TZVPD.

Values from the calculation:
HOMO level: -9.7966 eV
SMILES: [H]/N=C/OCC=O
ΔE to the lowest compared entry with this formula, charge and spin: 1.831 eV
LUMO level: 0.8 eV
Gap between HOMO and LUMO: 10.61 eV

ORCA input file:
```
! RIJCOSX wB97M-V def2-TZVPD def2/J DEFGRID3
* xyz 0 1
C 1.3472 0.0146 -0.5214
H -2.2875 -0.4652 1.0472
C -1.2669 -0.4422 0.6544
H -0.6822 -2.0541 1.4403
H 0.0392 1.2615 -1.6362
O -1.1116 0.6471 -0.1023
H 0.5025 1.9089 -0.0437
H 1.2296 -0.9269 -1.0798
N -0.3575 -1.2961 0.8489
O 2.3990 0.3410 -0.0269
C 0.1883 1.0113 -0.5805
*
```

8.
This record from the OMol25 dataset describes one molecule with the formula C3H5NO2. The level of theory is ωB97M-V/def2-TZVPD.

Values from the calculation:
HOMO level: -10.8620 eV
SMILES: N#C[C@H](O)CO
ΔE to the lowest compared entry with this formula, charge and spin: 1.658 eV
LUMO level: 0.3 eV
Gap between HOMO and LUMO: 11.13 eV

ORCA input file:
```
! RIJCOSX wB97M-V def2-TZVPD def2/J DEFGRID3
* xyz 0 1
C -0.4644 0.1356 0.1932
H -0.6985 0.0985 1.2633
H 0.5987 -1.7079 0.5415
C 0.7453 -0.7911 -0.0429
H -0.2246 2.0718 0.5259
C -1.6473 -0.2905 -0.5742
O -0.0662 1.4498 -0.1947
N -2.5625 -0.6408 -1.1877
H 1.6273 0.8345 0.1595
H 0.8351 -1.0796 -1.1025
O 1.8572 -0.0804 0.4186
*
```

9.
This record from the OMol25 dataset describes a 2-piece molecular cluster, C3H5NO2 overall. The level of theory is ωB97M-V/def2-TZVPD.

Values from the calculation:
HOMO level: -10.3318 eV
SMILES: [H]/N=C/C.O=C=O
ΔE to the lowest compared entry with this formula, charge and spin: 0.299 eV
LUMO level: 0.8 eV
Gap between HOMO and LUMO: 11.18 eV

ORCA input file:
```
! RIJCOSX wB97M-V def2-TZVPD def2/J DEFGRID3
* xyz 0 1
H -1.5383 -1.2538 0.8415
C -1.2435 0.6082 -0.3280
H -0.6276 1.5063 -0.2254
N 0.3953 -0.5338 1.0171
C 2.1878 0.1496 -0.6065
O 2.9345 -0.6257 -0.1605
H -1.0946 0.2247 -1.3414
O 1.5203 0.9367 -1.1557
H 0.5670 -1.3783 1.5618
C -0.8021 -0.4746 0.6006
H -2.2988 0.8406 -0.2036
*
```

10.
This record from the OMol25 dataset describes one molecule with the formula C3H5NO2. The level of theory is ωB97M-V/def2-TZVPD.

Values from the calculation:
HOMO level: -9.9562 eV
SMILES: O=C1NCCO1
ΔE to the lowest compared entry with this formula, charge and spin: 1.229 eV
LUMO level: 0.7 eV
Gap between HOMO and LUMO: 10.66 eV

ORCA input file:
```
! RIJCOSX wB97M-V def2-TZVPD def2/J DEFGRID3
* xyz 0 1
N -0.1268 0.8504 0.6970
H 0.2250 1.5686 1.3183
H 0.5044 -1.8344 -0.9724
C -0.4476 1.2971 -0.6430
C 0.4930 -0.4271 0.6804
H 0.1234 -1.2138 1.4029
O -0.4084 0.2646 -1.4817
O -0.7003 2.4538 -0.8880
H 1.5829 -0.4423 0.7354
C -0.1190 -1.0922 -0.4782
H -1.1364 -1.4118 -0.3784
*
```

11.
This record from the OMol25 dataset describes C3H5NO2 as an isolated structure. The level of theory is ωB97M-V/def2-TZVPD.

Values from the calculation:
HOMO level: -9.3140 eV
ΔE to the lowest compared entry with this formula, charge and spin: 4.134 eV
LUMO level: 0.8 eV
Gap between HOMO and LUMO: 10.09 eV

ORCA input file:
```
! RIJCOSX wB97M-V def2-TZVPD def2/J DEFGRID3
* xyz 0 1
C -0.5859 -0.8995 0.1340
O 0.5108 0.9549 -0.5114
C 0.7215 -0.4856 -0.2999
O -1.5289 0.0479 -0.0299
H -0.9546 -1.9120 0.3012
H -1.2875 2.0023 -0.7033
H -0.7568 1.6365 0.9945
H 0.3880 -0.5606 1.1057
N 1.7201 -1.2054 -0.6006
C -0.7639 1.2872 -0.0533
H 2.6262 -0.8303 -0.3543
*
```

12.
This record from the OMol25 dataset describes one molecule with the formula C3H5NO2. The level of theory is ωB97M-V/def2-TZVPD.

Values from the calculation:
HOMO level: -10.8494 eV
SMILES: [H]/N=C(/C)OC=O
ΔE to the lowest compared entry with this formula, charge and spin: 0.823 eV
LUMO level: 0.9 eV
Gap between HOMO and LUMO: 11.71 eV

ORCA input file:
```
! RIJCOSX wB97M-V def2-TZVPD def2/J DEFGRID3
* xyz 0 1
H 1.4139 -0.9149 1.2437
H 1.3086 -0.9395 -0.5247
H -2.3090 0.0199 0.4160
C 0.7655 -1.1608 0.3975
O 0.1364 0.9788 -1.8067
O -0.1959 1.0715 0.4276
H 0.4909 -2.2162 0.4194
C -0.4692 -0.3214 0.4188
H 0.3756 2.6490 -0.6576
C 0.1282 1.5883 -0.7743
N -1.6449 -0.7546 0.4402
*
```